# C7H26O7

A cluster of 8 separate species, C7H26O7 in total at a distorted geometry (ωB97M-V/def2-TZVPD, the OMol25 dataset).

Structure (ORCA input):
```
! RIJCOSX wB97M-V def2-TZVPD def2/J DEFGRID3
* xyz 0 1
C -0.13 0.15 -0.12
C 0.10 -1.13 -1.06
C 0.84 -0.56 -2.24
C 0.29 0.12 -3.26
C -1.10 0.55 -3.30
C 2.92 0.49 -1.89
C 2.34 -0.71 -2.03
H 0.66 0.84 -0.09
H -0.30 -0.19 0.92
H -0.97 0.71 -0.47
H -0.73 -1.64 -1.51
H 0.47 -1.87 -0.33
H 1.04 0.51 -4.02
H -1.18 1.65 -3.21
H -1.82 0.48 -2.48
H -1.54 0.44 -4.29
H 4.00 0.63 -1.57
H 2.48 1.40 -2.25
H 2.79 -1.69 -2.28
H -1.26 0.37 3.61
H -0.12 -0.45 4.11
O -0.38 0.46 4.04
H 0.52 3.12 3.20
H 0.27 1.68 2.95
O 0.16 2.54 2.52
H -3.13 2.53 1.92
H -1.72 1.95 2.51
O -2.67 1.91 2.48
H -1.16 -3.50 1.74
H -0.48 -3.36 0.38
O -0.86 -2.85 1.10
H -0.33 -3.36 -2.74
H 1.31 -3.38 -2.64
O 0.46 -3.63 -2.26
H -2.53 0.09 2.11
H -2.11 -1.33 1.76
O -2.24 -0.78 2.51
H 1.36 2.66 1.04
H 2.66 2.75 0.19
O 1.81 3.15 0.31
*
```

Output
SMILES ... C=C/C(=C/C)CC.O.O.O.O.O.O.O
Relative energy (zero: lowest compared OMol25 entry of this formula, charge and spin) ... 287.87 kJ/mol
Total energy ... -22010.702 eV
Highest occupied orbital energy ... -8.62 eV
Frontier orbital gap ... 9.04 eV
M ... 222.3 g/mol

Need the natural (NBO) charges? In units of e they are: C -0.613; C -0.456; C 0.000; C -0.230; C -0.683; C -0.391; C -0.220; H 0.221; H 0.210; H 0.196; H 0.207; H 0.234; H 0.212; H 0.229; H 0.233; H 0.219; H 0.187; H 0.211; H 0.210; H 0.504; H 0.484; O -0.975; H 0.484; H 0.503; O -0.984; H 0.495; H 0.505; O -0.991; H 0.479; H 0.491; O -0.960; H 0.487; H 0.487; O -0.964; H 0.497; H 0.490; O -0.995; H 0.494; H 0.461; O -0.968